[1]
10
Properties=species:S:1:pos:R:3 method="wB97M-V/def2-TZVPD" homo_lumo_gap_ev=7.72 e_lumo_ha=-0.058 e_homo_ev=-9.3 max_force_ev_per_a=7.89 total_energy_ev=-14524.4906 relative_energy_kj_mol=244.8 smiles="C=C(C)P=O"
C 1.48101 0.27245 0.93120
C -0.03694 -0.30179 0.28727
C -0.54896 0.52050 -0.90560
P -0.93491 -1.61639 1.04499
O -2.18919 -1.74155 0.31743
H 2.21637 -0.18102 1.66247
H 1.80597 0.97455 0.19855
H -0.09094 0.05464 -1.72841
H -1.62921 0.44617 -0.94979
H -0.07321 1.57244 -0.85810

***

[2]
9
Properties=species:S:1:pos:R:3 method="wB97M-V/def2-TZVPD" homo_lumo_gap_ev=9.68 e_lumo_ha=0.036 e_homo_ev=-8.7 max_force_ev_per_a=4.80 total_energy_ev=-12477.9521 relative_energy_kj_mol=66.2 smiles=CC#CP
C -0.77890 -1.31687 0.48241
C -0.02309 -0.11939 0.36412
C 0.42851 1.00914 0.15240
P 1.47474 2.37645 0.05175
H -1.67850 -1.13433 1.02399
H -0.91153 -1.82718 -0.49737
H -0.26770 -2.04304 1.15377
H 0.37080 3.20937 0.00897
H 1.61879 1.94352 -1.19240

***

[3]
9
Properties=species:S:1:pos:R:3 method="wB97M-V/def2-TZVPD" homo_lumo_gap_ev="7.97 / 6.62" e_lumo_ha="0.002 / -0.040" e_homo_ev="-7.9 / -7.7" max_force_ev_per_a=3.34 total_energy_ev=-12476.1230 relative_energy_kj_mol=242.7
C 0.67719 0.21154 0.19921
C 0.46716 -0.62941 1.15454
C 0.12844 0.92302 -0.89277
P -1.10857 -1.50180 1.40843
H 1.37690 -0.94842 1.74294
H -1.60028 -1.32270 -0.03436
H -0.11070 0.25586 -1.62038
H 0.90678 1.46658 -1.27946
H -0.73692 1.54533 -0.67815

***

[4]
9
Properties=species:S:1:pos:R:3 method="wB97M-V/def2-TZVPD" homo_lumo_gap_ev=8.30 e_lumo_ha=-0.012 e_homo_ev=-8.6 max_force_ev_per_a=4.23 total_energy_ev=-12476.7250 relative_energy_kj_mol=184.6
C 0.64279 1.11385 -0.00870
C -0.52354 0.30423 0.19350
C 0.17209 -1.04334 0.09105
P 1.80240 -0.12584 -0.15165
H 0.73086 2.18780 -0.02377
H -1.28777 0.51469 0.92773
H -1.52839 0.35378 -1.23742
H 0.11569 -1.66749 0.98217
H -0.12413 -1.63769 -0.77291

***

[5]
10
Properties=species:S:1:pos:R:3 method="wB97M-V/def2-TZVPD" homo_lumo_gap_ev="6.60 / 7.72" e_lumo_ha="-0.033 / -0.027" e_homo_ev="-7.5 / -8.5" max_force_ev_per_a=3.60 total_energy_ev=-23309.8357 relative_energy_kj_mol=513.9
C -1.76330 0.19785 -0.76678
C -0.76601 -0.00134 0.25067
C 0.59364 -0.44277 0.55220
P -2.36023 -0.93590 0.33017
S 0.84918 -2.07893 -0.24257
H -1.78669 0.58136 -1.74188
H -0.51057 1.56722 1.55803
H 0.86384 -0.79998 1.62965
H 1.29140 0.15509 0.08104
H 0.14380 -1.91997 -1.39366

***

[6]
9
Properties=species:S:1:pos:R:3 method="wB97M-V/def2-TZVPD" homo_lumo_gap_ev=7.71 e_lumo_ha=-0.024 e_homo_ev=-8.3 max_force_ev_per_a=6.32 total_energy_ev=-3203.1913 relative_energy_kj_mol=411.8
C -1.05624 0.11457 0.89296
C -0.15442 -0.67174 0.09549
C 0.98821 -0.12232 -0.60627
H -0.89678 1.23196 0.96806
H 0.25925 1.34175 -1.63114
H -1.99659 -0.37279 1.24379
H -0.30210 -1.75943 0.01412
H 1.28344 0.91141 -0.12024
H 1.87523 -0.67341 -0.85678

***

[7]
13
Properties=species:S:1:pos:R:3 method="wB97M-V/def2-TZVPD" homo_lumo_gap_ev=9.59 e_lumo_ha=0.005 e_homo_ev=-9.5 max_force_ev_per_a=3.05 total_energy_ev=-78023.0201 relative_energy_kj_mol=78.5 smiles="C/C=C/Br.O=BO"
C -0.99989 0.60115 0.43082
C 0.24926 -0.13541 -0.00952
C 0.29945 -1.35890 -0.56697
Br 1.89121 -2.34673 -0.86442
H -1.46950 0.96663 -0.50878
H -1.63198 -0.06718 1.07237
H -0.63312 1.49063 0.85908
H 1.03956 0.51708 0.26884
H -0.60456 -1.95556 -0.59291
O -2.59262 -2.41920 1.62828
B -1.54634 -2.63068 2.14051
O -0.40065 -3.01137 2.60965
H 0.36045 -2.36590 2.50958

***

[8]
14
Properties=species:S:1:pos:R:3 method="wB97M-V/def2-TZVPD" homo_lumo_gap_ev="6.32 / 6.89" e_lumo_ha="-0.124 / -0.251" e_homo_ev="-9.7 / -13.7" max_force_ev_per_a=9.46 total_energy_ev=-147747.7778 s_squared=2.009 relative_energy_kj_mol=275.2 charge=+1 spin_multiplicity=3
C -0.89807 -0.52232 1.25006
C 1.47321 0.52987 0.46948
C 0.11451 -0.07563 -1.73205
N 0.08740 0.20185 0.61009
N -2.14680 -0.64908 0.90238
N 0.46861 0.77449 -0.62853
Br 2.25532 1.94589 1.47220
Br -3.22778 -1.65663 1.93147
H -0.38475 -0.99296 2.17494
H 2.24001 -0.19789 0.23581
H 0.08879 -1.08344 -1.42105
H -0.92388 0.17516 -1.91710
H 0.69914 -0.12361 -2.67577
H 0.15429 1.67429 -0.67191

***

[9]
15
Properties=species:S:1:pos:R:3 method="wB97M-V/def2-TZVPD" homo_lumo_gap_ev=7.42 e_lumo_ha=0.007 e_homo_ev=-7.2 max_force_ev_per_a=2.85 total_energy_ev=-158165.8377 relative_energy_kj_mol=0.0
C 0.85270 -1.05223 -0.73266
C 1.52447 0.15441 -0.13148
C -0.61887 1.39531 0.19975
N 0.41058 0.70321 0.68051
O -0.03233 -0.91757 -1.54438
O 1.27716 -2.24438 -0.23538
P -2.23676 -0.27294 -0.91872
Br -2.04167 -1.70067 0.67515
Br -3.67037 1.05607 0.07275
H 1.65032 1.13792 -0.72025
H 2.29956 -0.14222 0.62119
H -0.40064 2.03696 -0.68282
H -1.17914 1.86297 1.00296
H 2.04645 -2.10946 0.27465
H 0.11853 0.09262 1.43871

***

[10]
13
Properties=species:S:1:pos:R:3 method="wB97M-V/def2-TZVPD" homo_lumo_gap_ev=4.60 e_lumo_ha=-0.090 e_homo_ev=-7.1 max_force_ev_per_a=3.28 total_energy_ev=-95361.6867 relative_energy_kj_mol=110.4
C -1.37814 -0.05553 0.06745
C 0.80010 1.07430 -0.52235
C 0.65187 -0.71747 1.18158
N 0.04328 0.15784 0.39038
Cl -0.17176 -2.02680 1.72890
Br 2.13480 -0.12665 2.37954
I -0.00307 -1.80675 -2.87677
H -1.72690 0.75185 -0.48996
H -1.44457 -0.92393 -0.56604
H -1.79075 -0.11381 1.02437
H 0.46771 0.73908 -1.57625
H 0.54592 2.12410 -0.26525
H 1.87153 0.92379 -0.47558

***

[11]
13
Properties=species:S:1:pos:R:3 method="wB97M-V/def2-TZVPD" homo_lumo_gap_ev="5.53 / 5.84" e_lumo_ha="0.023 / -0.127" e_homo_ev="-4.9 / -9.3" max_force_ev_per_a=5.17 total_energy_ev=-98649.8458 s_squared=2.008 relative_energy_kj_mol=0.5 spin_multiplicity=3
C 0.43734 1.98342 -0.14932
C 0.03931 -2.08034 0.94007
C -0.76221 0.12046 -0.52750
O 0.13649 0.69454 0.21326
S -1.44687 -1.37009 0.21316
Cl 1.46893 -2.14483 -0.11624
Br 0.04207 -0.48729 -2.35268
H 0.87813 2.38237 0.79895
H -0.56032 2.65333 -0.31442
H 1.20560 1.98541 -0.99517
H -0.30969 -3.15147 1.31817
H 0.39711 -1.52041 1.80530
H -1.52588 0.93491 -0.83357

***

[12]
12
Properties=species:S:1:pos:R:3 method="wB97M-V/def2-TZVPD" homo_lumo_gap_ev=11.15 e_lumo_ha=0.029 e_homo_ev=-10.4 max_force_ev_per_a=4.19 total_energy_ev=-78015.1810 relative_energy_kj_mol=0.0 smiles=C[C@H](O)[C@@H](F)Br
C 0.60120 -0.30159 0.12968
C -0.68968 0.32020 0.02888
O -0.99962 1.10438 1.18526
C -1.75181 -0.69443 -0.25203
F -1.74479 -1.75201 0.71371
Br -3.51763 0.18244 -0.11097
H 0.71016 -1.04574 0.94323
H 0.98386 -0.65078 -0.88029
H 1.39030 0.42173 0.37652
H -0.64892 1.08762 -0.82304
H -1.22340 0.57126 1.95034
H -1.60594 -1.18902 -1.23035

***

What did the tenth record say?
13
Properties=species:S:1:pos:R:3 method="wB97M-V/def2-TZVPD" homo_lumo_gap_ev=4.60 e_lumo_ha=-0.090 e_homo_ev=-7.1 max_force_ev_per_a=3.28 total_energy_ev=-95361.6867 relative_energy_kj_mol=110.4
C -1.37814 -0.05553 0.06745
C 0.80010 1.07430 -0.52235
C 0.65187 -0.71747 1.18158
N 0.04328 0.15784 0.39038
Cl -0.17176 -2.02680 1.72890
Br 2.13480 -0.12665 2.37954
I -0.00307 -1.80675 -2.87677
H -1.72690 0.75185 -0.48996
H -1.44457 -0.92393 -0.56604
H -1.79075 -0.11381 1.02437
H 0.46771 0.73908 -1.57625
H 0.54592 2.12410 -0.26525
H 1.87153 0.92379 -0.47558